Density functional theory data (wB97M-V/def2-TZVPD) for a molecular structure, C30H22N9O3Ru.

Geometry (Å):
Ru: -2.4907 -0.1939 -1.9186
O: -4.8053 2.1311 -4.1064
C: -3.8581 1.5818 -3.6829
O: -3.8753 0.8121 -2.5296
C: -2.4760 1.5654 -4.2584
C: -2.1753 2.3386 -5.3661
C: -0.8828 2.3063 -5.8338
C: 0.0829 1.5255 -5.1781
C: 1.4264 1.4682 -5.6270
C: 2.3429 0.6990 -4.9765
C: 1.9597 -0.0402 -3.8371
C: 0.6738 -0.0081 -3.3724
C: -0.2992 0.7633 -4.0379
N: -1.6030 0.7908 -3.6131
H: -2.9580 2.9245 -5.8276
H: -0.5977 2.8848 -6.7042
H: 1.7030 2.0450 -6.5002
H: 3.3651 0.6519 -5.3252
H: 2.6987 -0.6458 -3.3292
H: 0.4001 -0.5728 -2.4943
C: -2.2265 3.0552 2.6584
N: -2.5086 1.9435 1.7462
C: -2.0849 1.7415 0.5060
N: -2.6233 0.6081 0.0523
C: -3.3934 0.1600 1.0990
N: -3.3269 0.9440 2.1353
C: -0.8146 3.0536 3.2053
C: -0.3103 4.2336 3.7787
C: 0.9481 4.2748 4.3666
C: 1.7420 3.1455 4.3820
C: 1.2502 1.9639 3.7987
C: -0.0380 1.9231 3.2245
C: 2.0586 0.8064 3.7620
N: 3.3071 0.6322 4.2266
N: 3.6733 -0.5921 3.9291
C: 2.6519 -1.1734 3.2798
O: 1.6150 -0.3173 3.1634
C: 2.5657 -2.4689 2.7197
C: 3.6465 -3.3662 2.8000
C: 3.5210 -4.6093 2.2155
C: 2.3460 -4.9600 1.5539
C: 1.2632 -4.0737 1.4739
C: -0.0356 -4.4853 0.8103
N: -0.4760 -3.5508 -0.2356
C: -1.1381 -2.4079 -0.1315
N: -1.3147 -1.8986 -1.3562
C: -0.7211 -2.8242 -2.1832
N: -0.1969 -3.8165 -1.5266
C: 1.3769 -2.8383 2.0634
H: -2.9452 2.9401 3.4697
H: -2.4511 3.9910 2.1481
H: -1.4329 2.4055 -0.0389
H: -4.0119 -0.7234 1.0683
H: -0.9188 5.1309 3.7722
H: 1.3052 5.1947 4.8079
H: 2.7290 3.1564 4.8254
H: -0.4031 0.9900 2.8163
H: 4.5525 -3.0739 3.3146
H: 4.3371 -5.3164 2.2680
H: 2.2678 -5.9400 1.0983
H: -0.8339 -4.5623 1.5488
H: 0.0591 -5.4486 0.3162
H: -1.5049 -1.9938 0.7925
H: -0.6879 -2.7418 -3.2574
H: 0.5512 -2.1391 2.0510

Properties
* LUMO energy (alpha / beta): -9.67 / -11.60 eV
* energy: -1968.83075 Ha
* 2S+1: 5
* strongest force on any atom: 0.74 eV/A
* net charge: +3